DFT (the ωB97M-V functional and the def2-TZVPD basis) results for 2 unconnected molecules or ions with the total composition C4H10O2.

Cartesian coordinates (Å):
C (-1.81, -0.83, 0.24)
C (-1.00, 0.17, -0.56)
O (0.36, -0.24, -0.56)
C (1.21, 0.68, -1.22)
C (1.61, 0.25, 2.34)
O (1.62, -0.89, 1.71)
H (-1.71, -1.84, -0.19)
H (-2.87, -0.56, 0.22)
H (-1.49, -0.86, 1.28)
H (-1.08, 1.18, -0.12)
H (-1.35, 0.23, -1.60)
H (1.14, 1.68, -0.76)
H (0.95, 0.75, -2.28)
H (1.00, 0.95, 1.68)
H (2.23, 0.31, -1.11)
H (1.12, -0.87, 0.85)


DFT (the ωB97M-V functional and the def2-TZVPD basis) results for 2 unconnected molecules or ions with the total composition C4H10O2.

Cartesian coordinates (Å):
O (2.61, -2.68, -0.75)
C (1.73, -2.32, -1.44)
O (0.52, -2.88, -1.57)
H (1.75, -1.31, -1.94)
H (0.29, -3.94, -1.28)
C (0.39, 1.28, -0.21)
C (-1.09, 1.08, 0.30)
C (-1.29, 1.10, 1.76)
H (0.79, 2.20, 0.14)
H (0.33, 1.56, -1.33)
H (1.07, 0.41, 0.05)
H (-1.40, 0.08, -0.11)
H (-1.74, 1.88, -0.07)
H (-0.67, 1.98, 2.18)
H (-2.41, 1.21, 1.90)
H (-0.87, 0.36, 2.36)


What did we get for largest force on an atom? Answer: 0.4 5.0 eV/A, in the order shown.
What did we get for total energy? Answer: -308.7541 -308.8347 hartree, in the order shown.